ORCA calculation (ωB97M-V with the def2-TZVPD basis set) on a 8-piece molecular cluster, H16O8 overall.

Summary:
Kohn-Sham gap	9.840	eV
SMILES string	O.O.O.O.O.O.O.O
E_HOMO	-10.18	eV

Geometry as ORCA input:
```
! RIJCOSX wB97M-V def2-TZVPD def2/J DEFGRID3
* xyz 0 1
H 2.50739 0.39409 2.00626
O 1.42723 3.01223 -0.23651
H 1.04515 2.12954 0.10201
H 0.60286 -0.43746 -0.24059
H -2.36507 -1.65372 1.56286
O 2.72098 -0.47686 -1.10012
O -0.30694 1.22727 -1.04717
H 3.41942 -0.47039 -1.84026
H -0.96604 -2.80633 -1.31717
O 3.33706 0.04418 2.10381
H 2.16171 -1.14513 -1.48704
H -0.66372 1.82483 -0.37428
O -0.15401 -2.51090 -0.88488
H 2.19520 2.56916 -0.66390
O -5.09789 1.50177 0.10520
H 1.06741 -1.82188 0.33581
H -5.00243 0.55159 -0.06952
H -0.81690 0.49920 -1.05797
H 0.56308 -2.68118 -1.46784
O 1.31743 -0.90016 0.27108
O -3.20734 -1.71966 0.96004
H 3.78016 0.75867 1.64090
H -4.48541 1.68447 0.79172
H -3.33494 -0.81850 0.70735
*
```

=====

ORCA calculation (ωB97M-V with the def2-TZVPD basis set) on a 2-piece molecular cluster, C4H8O2 overall.

Summary:
Kohn-Sham gap	10.585	eV
SMILES string	CC(=O)O.C=C
E_HOMO	-9.86	eV

Geometry as ORCA input:
```
! RIJCOSX wB97M-V def2-TZVPD def2/J DEFGRID3
* xyz 0 1
C -1.02003 -0.19675 -1.25413
H -3.02296 -0.11278 -0.57031
H -2.18099 1.41579 -0.50454
H 1.64273 -0.90238 3.15947
H 3.45117 0.66157 3.53628
O -1.07371 -1.11680 -2.24600
H -0.21081 -1.55696 -2.26858
H 2.87478 1.69075 2.09861
C -2.32367 0.52543 -1.10974
C 2.74378 0.82691 2.73526
O -0.03268 -0.02692 -0.59237
H -2.75326 0.76938 -2.07517
C 1.75897 -0.03060 2.52536
H 1.03880 0.10618 1.73018
*
```

=====

ORCA calculation (ωB97M-V with the def2-TZVPD basis set) on C25H25N4O6PSnTe as an isolated structure.

Summary:
Kohn-Sham gap	5.585	eV
E_HOMO	-11.95	eV

Geometry as ORCA input:
```
! RIJCOSX wB97M-V def2-TZVPD def2/J DEFGRID3
* xyz 2 1
H -3.99891 2.08623 -1.55498
H -4.87813 1.67193 2.48714
H -1.19223 -2.22715 1.51833
C -4.25912 1.02800 -1.52676
O -1.84083 -0.53434 -0.26965
C 2.69993 -0.10893 1.10495
C 7.94346 -0.29188 10.75768
H -5.80746 0.78005 3.68706
C -4.83104 0.85428 3.20792
C 6.85733 0.85750 6.24982
H 7.93957 -1.37198 10.60140
H 6.04110 0.83999 3.63572
H -0.18412 3.17969 -2.00487
H -5.92726 -0.27368 -1.90105
C 3.20323 -0.53475 3.82823
C 3.91800 0.34717 1.64202
H -5.22176 -0.70212 1.74710
C 1.97288 -1.01631 3.28346
O -3.16407 -0.41047 1.92555
H 1.19762 -1.91228 5.07338
C -0.12237 -2.17455 3.39524
C 4.83186 -0.06545 5.11846
C 4.49445 1.10057 -0.56904
O -1.23917 3.09387 -0.32055
H 6.99153 0.02724 11.18553
C 5.70690 0.05990 6.27332
N 0.58333 -1.21103 1.33084
Sn 0.35527 -0.86827 -0.90758
H 8.55895 1.56772 7.34715
H -0.87324 -2.74274 3.92484
H 7.12360 1.43528 5.37203
H 5.77160 1.33515 1.11780
H 2.97684 0.70180 -2.05979
C 5.39760 -0.63302 7.44008
H 5.17305 1.56602 -1.26891
C 1.01286 -1.72506 4.02341
C 1.72737 -0.78471 1.92569
C -5.68182 0.78596 -1.94918
H -6.37434 1.34548 -1.32266
P -2.78082 0.26321 0.57472
H 4.50941 -1.24953 7.46494
C -0.30456 -1.89610 2.04048
H -3.54902 0.45233 -2.11957
H 5.94564 -1.10194 9.44635
C -0.40259 2.54254 -1.14170
H -4.09861 1.08682 3.98205
C 7.35603 0.24453 8.51920
N 5.16493 0.40735 3.87201
C 4.12432 0.11672 3.02906
H -4.44911 -1.28016 3.23647
N 2.40018 0.03586 -0.20306
O 0.10961 1.43950 -1.01582
C 6.20842 -0.54912 8.55728
Te -1.69471 2.26067 1.47602
C 3.26332 0.61618 -1.01840
H -5.80715 1.12001 -2.97913
O 8.20986 0.39735 9.53947
O -4.12650 0.59568 -0.12425
N 3.64105 -0.63688 5.11022
C 7.67120 0.95067 7.35210
H 8.75124 -0.02569 11.43087
C -4.51535 -0.45448 2.53473
C 4.81953 0.96778 0.75704
*
```

=====

ORCA calculation (ωB97M-V with the def2-TZVPD basis set) on one molecule with the formula C21H31N5O2S.

Summary:
Kohn-Sham gap	8.457	eV
SMILES string	CCc1cc2c(cc3c(=O)n(CC(=O)NCCCN(CC)CC)nc(CC)n32)s1
E_HOMO	-8.14	eV

Geometry as ORCA input:
```
! RIJCOSX wB97M-V def2-TZVPD def2/J DEFGRID3
* xyz 0 1
O 1.07312 0.58671 -2.38815
C 4.20141 0.86623 0.00018
N -0.47586 3.08233 -0.46321
H 4.88672 1.63522 0.36515
H 2.22906 -1.47598 1.66519
H -2.56185 1.78483 2.34813
N 3.23203 1.51709 -0.85203
C -4.23224 0.51464 0.43117
C -2.47708 3.32005 0.80983
H 0.90881 -3.24960 -2.14215
H -4.59899 1.33627 1.01749
H -3.50922 3.21546 0.47213
H 2.75725 0.95492 -1.55019
C -2.33253 2.84433 2.25729
C -1.02850 0.55192 -1.30307
H 1.89862 2.95246 -2.58002
H -7.38728 0.07506 -0.72445
C -1.57332 2.54492 -0.09212
S -4.11171 -1.82282 -0.72233
O 3.19051 3.49045 0.26174
H -6.53006 -0.24445 1.60482
C -1.55543 -0.69078 -1.59421
H 2.38358 -1.33552 -1.80768
H -2.18891 4.36846 0.74225
H -3.00680 3.40211 2.90197
H 2.95210 0.89277 1.74984
H 1.40521 4.21809 -1.39882
H 1.59816 -4.10263 -0.76131
H 3.35167 -2.80352 -1.95812
H -8.32400 -1.15196 0.13523
H -6.26984 -1.96232 1.26205
C 3.54735 0.16566 1.19350
H 4.67503 -2.28280 2.42420
H 1.79474 -0.57976 0.20652
C -4.93278 -0.64168 0.27829
H 4.33891 -0.19523 1.84698
C -7.34680 -0.91587 -0.27780
C 2.64286 -2.27425 -1.31359
C 3.80880 -3.13531 0.62560
N 3.33394 -1.95723 -0.07653
H 3.00946 -3.61243 1.22051
C 2.76807 2.74887 -0.59938
C 0.22246 1.14532 -1.70242
C -2.78983 -0.73739 -0.93910
H -7.11469 -1.63743 -1.05758
H 0.65847 -2.62766 -0.50846
C 1.61806 3.15930 -1.54443
H 5.74021 -2.26112 1.01186
H 4.13568 -3.85215 -0.13202
C 1.37131 -3.11954 -1.16727
H 5.43608 -3.77244 1.87744
N -1.91126 1.26579 -0.48354
C 4.98958 -2.83785 1.54496
H -1.31353 3.00725 2.59850
N 0.40540 2.42634 -1.23842
C -2.99951 0.47291 -0.25971
C 2.63883 -0.99569 0.76357
C -6.28240 -0.96294 0.82065
H 4.74454 0.13240 -0.59634
H -1.09365 -1.43977 -2.20255
*
```

=====

ORCA calculation (ωB97M-V with the def2-TZVPD basis set) on C30H20ClN2O6PSr as an isolated structure.

Summary:
Kohn-Sham gap	9.153	eV
E_HOMO	-8.99	eV

Geometry as ORCA input:
```
! RIJCOSX wB97M-V def2-TZVPD def2/J DEFGRID3
* xyz 0 1
C -0.94044 0.17389 5.84807
C -0.53399 -3.33911 0.69577
Sr -3.29692 0.10347 0.10151
H 1.76646 -5.81534 0.58021
H 1.40019 -0.73628 -0.88039
C -1.70858 0.42496 3.58942
C -1.86434 0.67496 4.94442
C 0.81176 0.48447 0.79529
O -4.20471 -0.41318 -2.10013
O -1.30371 -3.60629 -2.96787
H 0.56908 2.28920 -5.03049
H 3.12811 0.82667 -1.65837
N -1.78734 0.64118 -2.62112
C 2.54678 1.06854 -0.77828
C 0.27030 -2.29172 1.13887
H -0.56971 2.42058 -0.90579
O 0.38934 -3.05968 -4.28903
C -1.97077 -0.65987 -2.79291
C 1.03845 1.68097 1.47099
H 0.83062 -1.00786 6.10819
H 0.44553 1.92970 2.34131
C 0.28482 4.22503 -1.70043
H 0.19814 4.76120 -0.76484
C 1.34510 -4.83210 0.74354
C 0.96213 4.14007 -4.00587
C 0.06526 -0.23492 -3.48253
H 1.39140 4.61798 -4.87613
H 2.19145 3.48201 1.56587
H 1.08092 -1.49473 3.71342
O -3.11134 -2.26078 -1.51640
C 1.56508 0.19153 -0.34250
H -2.71109 1.25538 5.28727
H -1.95899 -3.17240 -2.36270
H 3.54389 2.93600 -0.43326
C -3.23375 -1.19758 -2.18112
C -0.81318 -1.28714 -3.30576
C 0.00044 -4.60589 0.50055
C 2.15928 -3.79130 1.17515
C -0.63627 -0.34596 3.12498
C 0.26579 -0.86720 4.04766
P -0.51300 -0.65990 1.31988
C 1.62802 -2.52711 1.36594
C 2.77827 2.25175 -0.09110
C -0.15571 2.91441 -1.77567
C -0.03954 2.23243 -2.97644
C 2.01934 2.55796 1.02860
C -0.51866 -2.72271 -3.57583
Cl 1.66161 -0.24745 -4.05514
H 1.19528 5.85962 -2.74803
N -0.53967 0.89537 -3.05236
H 2.27669 -1.71315 1.66717
O -2.29701 1.70857 1.68092
H 3.21332 -3.96390 1.35002
O -3.82037 0.32715 2.51047
C 0.50843 2.83297 -4.09786
H -1.05495 0.37549 6.90513
H -0.63109 -5.40530 0.13708
C -2.70334 0.90212 2.56647
H -1.58051 -3.16263 0.47504
C 0.11992 -0.60113 5.40075
C 0.84778 4.83695 -2.81162
*
```

=====

ORCA calculation (ωB97M-V with the def2-TZVPD basis set) on C7H11N as an isolated structure.

Summary:
Kohn-Sham gap	9.666	eV
E_HOMO	-8.62	eV

Geometry as ORCA input:
```
! RIJCOSX wB97M-V def2-TZVPD def2/J DEFGRID3
* xyz 0 1
C -1.76889 -0.95511 0.29073
H -0.74011 -1.27222 -1.53943
C 0.72293 -0.27582 -0.14621
C -0.31575 1.32976 0.28155
H 2.56702 -0.95000 -0.95854
H -2.78259 -1.27859 -0.23534
H 1.37846 0.93959 1.42125
C -1.39384 0.45114 -0.37054
H -2.25005 0.97341 -0.97583
H 0.87585 1.56857 -1.81733
H 1.72539 1.66978 -0.14585
H 1.46740 -2.23545 0.28089
C -0.60293 -0.73132 -0.65752
H -1.62752 -1.36111 1.31924
C 0.41298 0.39417 1.23364
N 1.81768 -1.19081 0.03816
H -0.70507 2.20913 0.72732
C 0.88091 1.14693 -0.69375
H -0.24500 -0.08594 2.02911
*
```

=====

ORCA calculation (ωB97M-V with the def2-TZVPD basis set) on C4H7BiO3 as an isolated structure.

Summary:
Kohn-Sham gap (alpha / beta)	6.797 / 7.539	eV
E_HOMO (alpha / beta)	-18.02 / -18.27	eV

Geometry as ORCA input:
```
! RIJCOSX wB97M-V def2-TZVPD def2/J DEFGRID3
* xyz 2 1
O 0.54323 2.71407 -0.77131
C -0.04982 -0.15675 1.15373
H -1.33813 -1.38141 -0.05823
O -0.21724 1.08659 0.40573
H 1.18486 -1.47812 -1.17283
H 1.57930 -1.04339 -2.84913
C 0.85904 -0.86003 -2.03105
O 1.05979 0.52994 -1.70078
H 0.08525 0.15179 2.19641
H 0.87892 -0.61872 0.80674
C 0.55208 1.46015 -0.67650
Bi -0.61602 3.13622 0.79637
C -1.24665 -1.05548 0.98513
H -1.10595 -1.93937 1.62254
H -2.16868 -0.54549 1.29318
*
```

=====

ORCA calculation (ωB97M-V with the def2-TZVPD basis set) on a 2-piece molecular cluster, CHFN2O overall.

Summary:
Kohn-Sham gap (alpha / beta)	11.126 / 6.841	eV
E_HOMO (alpha / beta)	-10.69 / -8.23	eV

Geometry as ORCA input:
```
! RIJCOSX wB97M-V def2-TZVPD def2/J DEFGRID3
* xyz 0 1
O -2.37393 2.30861 -2.24515
H 0.64554 -0.42521 -0.03818
N -1.67348 2.96215 -1.68427
N -0.09855 1.42096 -0.25956
F -1.47051 -0.43014 -0.65587
C -0.32131 0.23126 -0.32085
*
```

=====

Taking the records one at a time from the top gives energy above the lowest of the compared OMol25 structures with the same formula, charge and spin values of 121.2, 23.8, 14.3, 0.0, 16.4, 124.2, 92.8, 72.8 kcal/mol.
Taking the records one at a time from the top gives F_max values of 6.4, 0.4, 0.1, 1.0, 0.3, 5.4, 6.5, 3.6 eV/A.
Taking the records one at a time from the top gives energy values of -611.38943, -307.67452, -2461.49533, -1641.27965, -2548.61610, -327.89009, -596.04333, -323.14977 Ha.